The following is a quantum chemistry calculation of a molecular structure, C46H95F3N7O13PS in a non-equilibrium geometry, from the OMol25 dataset.

Structure (XYZ):
```
166
Properties=species:S:1:pos:R:3:forces:R:3:mulliken_charge:R:1
C -2.902 0.534 -5.089 0.3602 0.4215 -0.2113 -1.093
C -2.928 0.063 -3.670 0.1131 0.0077 -0.3777 0.735
O -3.940 0.001 -3.054 -0.9606 -0.2337 0.6774 -0.532
O -1.741 -0.288 -3.098 0.4972 0.2190 0.0598 -0.286
C -1.121 0.892 -2.532 -0.4237 -0.5337 0.3824 -0.643
C 0.070 0.490 -1.699 1.2620 0.3442 -0.4703 -0.266
C 0.551 1.599 -0.722 -0.9442 -0.7366 -0.4776 -0.731
C 0.311 2.981 -1.306 0.9830 0.6115 0.7849 -0.658
C 1.078 4.126 -0.578 -1.0736 -0.3284 -0.4384 0.322
C 0.542 5.463 -1.051 0.0772 0.1907 -0.3156 0.283
C 0.358 5.623 -2.467 -0.3069 0.7723 -0.0422 -0.707
C -0.162 6.757 -3.028 0.3601 0.0920 -0.6082 -0.363
P -0.418 6.813 -4.814 -1.0208 -0.9941 -0.1545 0.304
O -1.495 5.907 -5.281 -0.0145 -0.0582 0.0075 -0.636
C -0.528 7.839 -2.188 -0.1236 0.0204 0.0769 1.032
N -1.066 9.013 -2.533 0.0439 0.0760 -0.3482 -0.676
S -1.269 9.844 -1.186 0.1369 -0.2613 0.3155 0.103
N -0.708 8.789 -0.101 -0.2132 0.3557 -0.1245 -0.555
C -0.337 7.710 -0.795 0.2920 -0.5239 0.2351 0.421
C 0.204 6.507 -0.231 0.2569 0.1771 0.5206 -0.026
C 0.324 6.489 1.272 -0.4026 -0.3500 -0.3309 -0.757
C -1.065 6.195 1.861 0.2861 0.1902 -0.3380 -0.957
C -1.003 5.670 3.261 -0.5101 0.1171 -0.0359 0.688
F -0.171 6.365 4.044 0.1683 0.0964 0.1069 -0.279
F -2.220 5.708 3.841 0.0488 -0.1070 0.0592 -0.310
F -0.596 4.386 3.285 0.1285 0.0002 0.0101 -0.160
H -3.467 1.457 -5.156 -0.2124 0.0789 0.0440 0.348
H -1.902 0.748 -5.447 0.1736 -0.2218 -0.0920 0.308
H -3.395 -0.190 -5.729 0.0199 -0.1899 -0.0740 0.332
H -0.852 1.554 -3.350 0.0865 0.2486 -0.0586 0.346
H -1.865 1.379 -1.902 -0.1629 0.1231 0.0258 0.339
H -0.098 -0.453 -1.190 -0.2565 -0.0527 0.1669 -0.091
H 0.905 0.316 -2.382 0.0005 -0.2368 -0.1505 0.314
H -0.024 1.432 0.181 -0.0543 0.4136 0.3296 0.201
H 1.594 1.427 -0.472 0.1777 0.0378 0.0241 0.497
H -0.734 3.259 -1.238 -0.3090 -0.1635 -0.3381 0.522
H 0.647 2.992 -2.335 -0.2143 -0.1181 -0.3551 0.260
H 2.139 4.040 -0.795 0.2281 -0.0016 0.2433 0.403
H 0.869 3.992 0.477 0.3775 0.0979 0.3061 -0.571
H 0.602 4.820 -3.144 0.1676 -0.1789 0.0300 0.366
H 0.817 6.411 -5.363 0.1995 0.5374 0.1121 0.063
H -0.701 8.147 -5.150 0.6026 0.1399 0.1602 0.094
H 1.009 5.710 1.583 0.2556 0.0162 0.1036 0.695
H 0.686 7.454 1.605 0.1705 0.0443 0.1859 0.414
H -1.556 5.453 1.238 -0.1788 -0.2386 0.1170 0.461
H -1.685 7.084 1.837 -0.0621 0.1815 0.1229 0.431
C 1.598 -1.873 6.905 0.0084 -0.0715 -0.1243 -0.770
O 0.608 -2.108 5.925 0.0732 0.1013 0.1405 -0.265
C -0.580 -1.340 6.078 -0.2200 -0.1443 -0.1546 -0.935
C -0.692 -0.256 5.027 0.2204 0.1150 0.0256 0.413
N 0.281 0.810 5.233 0.0616 -0.1740 -0.1921 -0.288
C 0.423 1.732 4.105 0.1362 -0.1333 0.3957 -1.167
C 0.816 1.188 2.740 0.0194 0.1769 -0.1316 1.313
O 2.145 0.715 2.634 -0.0479 0.0188 0.0794 -0.463
C 2.329 -0.604 3.104 0.1629 -0.0248 -0.1413 -0.119
H 2.330 -2.675 6.828 -0.0222 -0.0156 -0.0243 0.227
H 2.119 -0.922 6.745 -0.0236 0.0396 0.0959 0.318
H 1.173 -1.882 7.912 0.0073 0.0349 0.0193 0.333
H -0.654 -0.924 7.087 0.0953 0.0637 -0.0033 0.425
H -1.417 -2.032 5.941 -0.0062 0.0084 0.0372 0.428
H -1.697 0.174 5.070 -0.0166 -0.0061 -0.0313 0.334
H -0.576 -0.743 4.049 -0.1186 -0.0534 -0.0021 -0.324
H 1.185 0.400 5.429 0.0109 -0.0395 0.0119 0.161
H 1.183 2.464 4.391 -0.0634 0.0703 -0.0223 0.373
H -0.513 2.273 3.993 -0.1218 -0.0297 -0.0035 0.361
H 0.756 2.030 2.050 0.0079 0.0617 0.0002 -0.683
H 0.115 0.432 2.362 0.0135 -0.0629 0.0987 -0.056
H 1.444 -1.210 2.891 0.0295 -0.1216 0.1234 0.021
H 2.559 -0.630 4.173 -0.1475 -0.0667 0.0339 0.184
H 3.180 -1.035 2.576 -0.0206 0.0422 -0.0662 0.193
C -5.372 -5.328 1.037 0.0574 0.1916 -0.0169 -0.375
O -4.937 -4.518 2.113 -0.1507 -0.1702 0.0111 -0.360
C -4.163 -5.197 3.091 0.0294 0.2157 0.2265 -0.840
C -2.697 -4.835 2.984 0.0895 -0.1112 -0.2364 0.082
N -2.091 -5.409 1.787 -0.0365 0.2009 -0.0206 -0.158
C -0.772 -4.882 1.446 -0.1131 -0.2016 -0.0012 -1.150
C -0.621 -3.388 1.184 0.2551 0.1076 -0.0293 0.675
O -1.223 -2.929 -0.014 0.0137 0.0396 0.0790 -0.323
C -2.622 -2.706 0.034 0.0287 0.0535 -0.2065 -0.106
H -6.141 -4.774 0.499 -0.0152 0.0352 0.0584 0.270
H -4.560 -5.535 0.338 -0.0698 -0.1782 -0.0367 -0.061
H -5.804 -6.270 1.391 0.0230 -0.0154 0.0106 0.391
H -4.306 -6.280 3.032 0.0170 -0.0134 -0.1127 0.352
H -4.532 -4.864 4.065 0.0137 -0.0326 0.0029 0.445
H -2.168 -5.220 3.862 0.0144 0.0278 0.0191 0.397
H -2.630 -3.739 3.006 -0.0117 0.0192 0.0973 -0.006
H -2.704 -5.264 0.995 -0.0302 -0.0164 0.0091 -0.208
H -0.446 -5.403 0.542 0.0460 -0.0017 0.0131 0.374
H -0.076 -5.166 2.243 0.0159 0.0787 0.0252 0.456
H 0.448 -3.190 1.058 0.0032 -0.0022 0.0069 0.106
H -0.943 -2.774 2.036 -0.1621 -0.0466 -0.0035 -0.299
H -2.941 -2.327 1.009 -0.0080 -0.0707 0.0620 0.338
H -3.178 -3.615 -0.211 -0.0667 -0.0057 0.1083 -0.209
H -2.861 -1.960 -0.724 0.0563 0.0161 -0.0098 0.116
C 2.764 -5.446 -4.799 -0.1061 -0.0257 0.0914 -0.727
O 2.722 -6.238 -3.629 0.0951 0.1062 -0.1306 -0.265
C 3.986 -6.704 -3.175 -0.0506 -0.2362 0.1736 -0.866
C 4.432 -5.990 -1.915 -0.0187 0.2345 -0.0598 -0.080
N 4.793 -4.602 -2.177 -0.1644 0.0077 0.0768 -0.329
C 4.962 -3.770 -0.986 0.0956 -0.0218 -0.1999 -1.007
C 3.795 -3.619 -0.014 0.0605 0.0838 0.1749 -0.304
O 2.705 -2.866 -0.506 -0.0341 -0.0728 0.0118 -0.133
C 1.809 -3.564 -1.358 -0.0640 0.3135 -0.0287 -0.207
H 1.745 -5.365 -5.174 -0.0111 -0.0219 0.0285 0.230
H 3.132 -4.434 -4.598 0.0782 -0.0043 -0.0686 0.285
H 3.387 -5.906 -5.571 0.0300 0.0237 -0.0102 0.343
H 4.742 -6.629 -3.963 -0.0009 0.1138 -0.0100 0.389
H 3.859 -7.763 -2.935 0.0260 -0.0067 -0.0299 0.383
H 5.305 -6.509 -1.506 -0.0060 -0.0103 0.0278 0.384
H 3.617 -6.079 -1.187 0.0121 -0.1200 0.0301 0.110
H 4.086 -4.181 -2.762 -0.0292 -0.0205 -0.0237 0.129
H 5.227 -2.769 -1.335 0.0338 0.0104 0.0454 0.371
H 5.827 -4.148 -0.429 -0.0333 -0.0240 0.0532 0.462
H 4.171 -3.055 0.844 0.0007 0.0016 -0.0025 0.168
H 3.448 -4.582 0.380 -0.0334 -0.0501 -0.1208 0.374
H 1.693 -4.610 -1.061 0.0703 -0.0418 -0.0484 0.190
H 2.132 -3.502 -2.401 0.0085 -0.1932 -0.0235 0.175
H 0.839 -3.074 -1.287 -0.0060 -0.0217 0.0387 -0.001
C 2.863 9.880 0.979 -0.0975 -0.0563 0.1344 -0.947
O 3.053 8.536 1.381 0.0380 0.1753 -0.1361 -0.158
C 4.089 7.848 0.690 -0.0702 -0.3391 0.0324 -0.600
C 5.300 7.620 1.569 0.0480 0.2233 0.0940 -0.304
N 6.008 8.863 1.847 -0.1047 -0.0388 0.1530 -0.306
C 7.015 8.781 2.906 -0.0207 0.1132 -0.1839 -0.713
C 6.591 8.334 4.302 0.1633 -0.0560 0.0973 -0.455
O 5.784 9.257 5.007 -0.0551 -0.0160 -0.0606 -0.447
C 4.409 9.248 4.675 0.0617 0.1364 0.1252 -0.473
H 1.905 10.208 1.382 -0.0136 -0.0431 -0.0005 0.224
H 3.641 10.541 1.375 0.0376 0.0285 -0.0990 0.352
H 2.835 9.970 -0.110 0.0262 0.0201 -0.0155 0.403
H 4.357 8.367 -0.235 0.0409 0.0963 0.0500 0.429
H 3.683 6.869 0.417 -0.0089 0.0144 -0.0426 0.189
H 5.982 6.933 1.059 0.0048 -0.0244 0.0166 0.384
H 4.949 7.127 2.485 -0.0253 -0.1223 -0.0506 0.159
H 5.338 9.577 2.099 -0.0348 0.0093 -0.0059 0.110
H 7.452 9.778 3.001 0.0535 -0.0221 0.0138 0.374
H 7.815 8.118 2.561 -0.0114 -0.0509 0.0392 0.392
H 7.505 8.242 4.894 -0.0033 0.0065 0.0066 0.356
H 6.125 7.341 4.304 -0.1005 0.0345 -0.0819 0.342
H 4.052 8.242 4.440 0.0050 -0.0102 -0.0716 0.261
H 4.194 9.920 3.840 -0.0740 -0.0999 -0.0820 0.109
H 3.859 9.617 5.540 0.0397 -0.0202 0.0281 0.349
C -6.161 -6.068 -6.353 -0.0786 0.0514 0.1101 -0.693
O -6.915 -6.748 -5.369 0.1543 0.0101 -0.1276 -0.333
C -6.743 -8.159 -5.351 -0.2426 -0.1158 0.1372 -0.828
C -5.942 -8.615 -4.149 0.2040 0.1413 -0.0144 -0.141
N -4.542 -8.224 -4.250 -0.0873 0.1209 0.1385 -0.294
C -3.764 -8.372 -3.021 0.0422 -0.0039 -0.2326 -1.098
C -4.212 -7.634 -1.763 0.1354 -0.1085 0.2087 -0.449
O -4.054 -6.227 -1.806 -0.0926 -0.0116 -0.1518 -0.212
C -5.071 -5.524 -2.499 0.1786 0.1796 0.0403 -0.730
H -6.558 -5.057 -6.428 -0.0271 -0.0096 0.0254 0.233
H -5.101 -5.997 -6.085 0.0348 -0.0485 -0.0862 0.287
H -6.251 -6.553 -7.329 0.0351 -0.0119 -0.0149 0.334
H -6.295 -8.514 -6.284 0.1009 0.0524 0.0112 0.402
H -7.743 -8.594 -5.275 0.0054 -0.0124 -0.0375 0.394
H -5.998 -9.706 -4.081 -0.0112 -0.0089 0.0261 0.386
H -6.428 -8.197 -3.258 -0.1033 -0.0782 0.0058 0.135
H -4.488 -7.260 -4.548 -0.0201 0.0207 -0.0310 0.113
H -2.748 -8.041 -3.248 0.0246 -0.0400 0.0412 0.371
H -3.703 -9.440 -2.786 -0.0382 -0.0008 0.0584 0.461
H -3.562 -7.970 -0.951 0.0035 0.0152 0.0030 0.388
H -5.235 -7.893 -1.462 -0.0607 0.0512 -0.1204 0.406
H -6.053 -5.987 -2.374 0.0052 -0.0789 -0.0443 0.332
H -4.837 -5.434 -3.562 -0.1292 -0.0585 -0.0562 0.166
H -5.115 -4.512 -2.094 0.0472 -0.0296 0.0682 0.363
```
Forces are in eV/Å.

The frontier orbital gap is 7.34 eV. The HOMO energy is -0.310 hartree. Its total energy is -4210.04816 Ha. As for the net charge: 0.